*one*
One molecule with the formula C5H5ClFN, computed with ωB97M-V/def2-TZVPD.

Computed properties:
**E_LUMO (spin up / spin down)**: -1.41 / -0.77 eV
**Spin multiplicity**: 1
**HOMO-LUMO gap (spin up / spin down)**: 7.726 / 7.444 eV

CARTESIAN COORDINATES (ANGSTROEM)
C (0.172, 0.238, -0.899)
C (0.301, 0.581, -2.193)
C (-0.881, -0.905, 1.042)
C (-0.611, -0.687, -0.287)
C (0.967, 1.026, 0.027)
N (-0.288, -0.155, 1.870)
F (0.448, -0.089, -3.304)
Cl (-1.664, -1.654, -1.436)
H (-1.642, -1.614, 1.282)
H (1.558, 0.365, 0.727)
H (0.370, 1.689, 0.764)
H (1.638, 1.583, -0.531)
H (-0.366, -0.379, 2.937)

---

*two*
One molecule with the formula C5H5ClFN, computed with ωB97M-V/def2-TZVPD.

Computed properties:
**E_LUMO**: -0.12 eV
**Spin multiplicity**: 1
**SMILES**: F/N=C/C=C\C=C\Cl
**HOMO-LUMO gap**: 9.191 eV

CARTESIAN COORDINATES (ANGSTROEM)
C (-0.191, -1.304, -0.132)
C (1.119, -0.571, 0.081)
C (-1.307, -0.708, 0.173)
C (2.125, -0.205, -0.697)
C (-1.514, 0.659, 0.435)
N (-1.045, 1.530, -0.368)
F (-1.290, 2.906, -0.002)
Cl (3.369, 0.656, 0.074)
H (-0.205, -2.403, -0.369)
H (1.169, -0.156, 1.085)
H (-2.209, -1.168, 0.437)
H (-2.318, 1.026, 1.087)
H (2.297, -0.264, -1.804)

---

Relative energy of each structure, in kJ/mol: *one* 131.5; *two* 0.0.

---

*one*
C3H5NS as an isolated structure, computed with ωB97M-V/def2-TZVPD.

Computed properties:
**E_LUMO**: -0.14 eV
**Spin multiplicity**: 1
**HOMO-LUMO gap**: 8.167 eV

CARTESIAN COORDINATES (ANGSTROEM)
C (0.988, 0.075, -0.088)
C (-0.103, -0.768, -0.410)
C (-1.194, -0.534, 0.405)
H (1.239, 2.063, 0.020)
H (-0.221, 1.487, -0.776)
H (-0.073, -1.740, -0.873)
H (-1.991, -1.351, -0.101)
H (-1.698, -0.078, 1.635)
N (0.468, 1.296, 0.008)
S (2.587, -0.450, 0.180)

---

*two*
One molecule with the formula C3H5NS, computed with ωB97M-V/def2-TZVPD.

Computed properties:
**E_LUMO**: -0.48 eV
**Spin multiplicity**: 1
**SMILES**: N/C=C/C=S
**HOMO-LUMO gap**: 7.574 eV

CARTESIAN COORDINATES (ANGSTROEM)
C (-0.590, -0.642, -0.196)
C (0.524, 0.227, 0.087)
C (1.463, 1.008, -0.766)
H (-2.177, -1.548, 0.421)
H (-1.257, -0.665, 1.772)
H (-0.612, -1.415, -1.048)
H (0.567, 0.624, 1.090)
H (1.455, 0.875, -1.966)
N (-1.654, -0.765, 0.623)
S (2.280, 2.301, -0.018)

---

Relative energy of each structure, in kJ/mol: *one* 91.2; *two* 0.0.

---

*one*
C3H5NS as an isolated structure, computed with ωB97M-V/def2-TZVPD.

Computed properties:
**E_LUMO**: 0.59 eV
**Spin multiplicity**: 1
**HOMO-LUMO gap**: 8.229 eV

CARTESIAN COORDINATES (ANGSTROEM)
C (0.093, 0.952, -0.006)
C (1.430, 1.002, -0.084)
C (-0.279, -0.430, 0.334)
N (-1.371, -1.037, -0.221)
S (2.006, -0.614, -0.018)
H (-0.609, 1.760, -0.117)
H (2.122, 1.820, -0.175)
H (-0.084, -0.752, 1.350)
H (-1.644, -0.753, -1.148)
H (-1.666, -1.949, 0.085)

---

*two*
A 2-piece molecular cluster, C3H5NS overall, computed with ωB97M-V/def2-TZVPD.

Computed properties:
**E_LUMO (spin up / spin down)**: -0.44 / -0.59 eV
**Spin multiplicity**: 1
**HOMO-LUMO gap (spin up / spin down)**: 8.343 / 7.715 eV

CARTESIAN COORDINATES (ANGSTROEM)
C (-0.380, 0.089, -0.176)
C (2.314, 0.727, -0.235)
C (-1.749, -0.389, 0.229)
N (0.052, 1.215, -0.427)
S (2.656, -0.717, 0.263)
H (0.257, -0.780, -0.090)
H (3.051, 1.392, -0.634)
H (-2.268, -0.708, -0.701)
H (-1.521, -1.255, 0.925)
H (-2.412, 0.426, 0.845)

---

Relative energy of each structure, in kJ/mol: *one* 0.0; *two* 277.7.